(1)
{"formula": "C9H9N3O2", "method": "ωB97M-V/def2-TZVPD", "spin_multiplicity": 1, "total_energy_ev": -18041.3808, "homo_ev": -8.83, "smiles": "O=c1cc[nH]c(=O)[nH]1.c1ccncc1", "orbital_gap_ev": 9.0, "relative_energy_kcal_mol": 100.9, "symbols": ["O", "C", "C", "C", "N", "C", "O", "N", "H", "H", "H", "H", "C", "C", "C", "N", "C", "C", "H", "H", "H", "H", "H"], "xyz": [[-0.460, 2.431, -1.394], [-0.902, 1.472, -0.772], [-1.385, 1.489, 0.657], [-2.139, 0.422, 1.001], [-2.058, -0.786, 0.491], [-1.475, -1.088, -0.783], [-1.545, -2.128, -1.313], [-0.933, 0.049, -1.180], [-1.649, 2.451, 1.184], [-2.571, 0.450, 2.056], [-2.383, -1.638, 0.746], [-0.886, -0.090, -2.231], [2.633, -0.271, -0.859], [1.862, -1.486, -0.272], [0.905, -1.407, 0.822], [0.646, -0.362, 1.464], [1.285, 0.835, 0.963], [2.194, 0.907, -0.110], [3.349, -0.142, -1.701], [1.677, -2.257, -0.951], [0.464, -2.418, 1.225], [0.836, 1.696, 1.444], [2.535, 1.870, -0.488]], "nbo_charge": [-0.569, 0.688, -0.423, 0.089, -0.607, 0.802, -0.593, -0.686, 0.247, 0.225, 0.416, 0.417, -0.156, -0.252, 0.020, -0.434, 0.001, -0.275, 0.241, 0.209, 0.197, 0.216, 0.228]}

***

(2)
{"formula": "C9H9N3S", "method": "ωB97M-V/def2-TZVPD", "spin_multiplicity": 1, "total_energy_ev": -24781.8185, "homo_ev": -7.89, "smiles": "Cc1cnc(Nc2ccccn2)s1", "orbital_gap_ev": 8.2, "relative_energy_kcal_mol": 64.0, "symbols": ["C", "C", "C", "N", "C", "N", "C", "C", "C", "C", "C", "N", "S", "H", "H", "H", "H", "H", "H", "H", "H", "H"], "xyz": [[-4.240, -1.056, 0.108], [-3.018, -0.106, 0.146], [-3.022, 1.255, 0.072], [-1.726, 1.856, -0.338], [-0.788, 0.939, -0.244], [0.476, 1.236, -0.300], [1.547, 0.416, -0.325], [1.869, -0.945, -0.508], [3.169, -1.453, -0.305], [4.170, -0.535, 0.271], [3.799, 0.891, 0.229], [2.578, 1.342, -0.016], [-1.440, -0.692, -0.055], [-5.262, -0.514, -0.131], [-4.383, -1.723, 0.978], [-4.427, -1.587, -0.820], [-3.842, 1.917, 0.457], [0.752, 2.264, 0.063], [1.085, -1.708, -0.520], [3.105, -2.522, -0.017], [5.166, -0.878, 0.644], [4.432, 1.601, 0.609]], "nbo_charge": [-0.654, -0.288, -0.044, -0.481, 0.251, -0.587, 0.363, -0.320, -0.157, -0.286, 0.063, -0.457, 0.341, 0.235, 0.226, 0.236, 0.223, 0.465, 0.228, 0.227, 0.229, 0.189]}

***

(3)
{"formula": "C9H9NO", "method": "ωB97M-V/def2-TZVPD", "spin_multiplicity": 1, "total_energy_ev": -13010.9336, "homo_ev": -8.28, "smiles": "O/C1=C/C=N\\C=C=C/C=C\\C1", "orbital_gap_ev": 9.0, "relative_energy_kcal_mol": 144.2, "symbols": ["O", "C", "C", "C", "N", "C", "C", "C", "C", "C", "C", "H", "H", "H", "H", "H", "H", "H", "H", "H"], "xyz": [[0.928, -1.794, 0.750], [1.105, -0.675, 0.096], [1.443, -0.699, -1.226], [1.087, 0.314, -2.224], [-0.131, 0.519, -2.517], [-1.098, -0.190, -1.790], [-1.340, -0.027, -0.511], [-1.933, 0.434, 0.632], [-1.361, 0.255, 1.905], [-0.063, 0.588, 1.949], [0.859, 0.667, 0.768], [0.461, -1.596, 1.536], [1.639, -1.648, -1.650], [1.892, 0.706, -2.983], [-1.230, -1.170, -2.357], [-2.878, 1.170, 0.712], [-1.994, 0.171, 2.725], [0.357, 0.556, 2.968], [0.329, 1.412, 0.097], [1.927, 1.007, 1.120]], "nbo_charge": [-0.651, 0.412, -0.453, 0.137, -0.409, -0.078, 0.002, -0.300, -0.225, -0.189, -0.551, 0.489, 0.224, 0.187, 0.228, 0.232, 0.217, 0.205, 0.276, 0.247]}

***

(4)
{"formula": "C9H9NO2", "method": "ωB97M-V/def2-TZVPD", "spin_multiplicity": 1, "total_energy_ev": -15061.1773, "homo_ev": -9.59, "smiles": "O[C@]1(c2ccccc2)CC=NO1", "orbital_gap_ev": 10.4, "relative_energy_kcal_mol": 80.3, "symbols": ["O", "C", "C", "C", "C", "C", "C", "C", "C", "C", "N", "O", "H", "H", "H", "H", "H", "H", "H", "H", "H"], "xyz": [[0.290, -0.707, -2.210], [-0.435, -0.161, -1.183], [0.465, 0.033, 0.109], [1.696, -0.569, 0.381], [2.295, -0.343, 1.608], [1.764, 0.630, 2.412], [0.615, 1.289, 2.085], [-0.051, 0.977, 0.953], [-1.685, -1.105, -1.075], [-2.742, -0.110, -1.462], [-2.306, 0.983, -1.925], [-0.932, 1.064, -1.682], [1.187, -0.489, -2.325], [2.115, -1.311, -0.418], [3.246, -0.830, 1.680], [2.311, 0.837, 3.253], [0.221, 2.059, 2.607], [-0.938, 1.571, 0.816], [-1.757, -1.609, -0.091], [-1.477, -1.888, -1.904], [-3.881, -0.319, -1.628]], "nbo_charge": [-0.731, 0.492, -0.080, -0.195, -0.218, -0.200, -0.200, -0.190, -0.511, 0.005, -0.082, -0.379, 0.486, 0.216, 0.219, 0.209, 0.207, 0.227, 0.240, 0.267, 0.219]}

***

(5)
{"formula": "C9H9NO3", "method": "ωB97M-V/def2-TZVPD", "spin_multiplicity": 1, "total_energy_ev": -17107.2130, "homo_ev": -8.87, "smiles": "C=C(O[N+](=O)[O-])c1ccc(C)cc1", "orbital_gap_ev": 9.3, "relative_energy_kcal_mol": 72.6, "symbols": ["C", "C", "O", "N", "O", "O", "C", "C", "C", "C", "C", "C", "C", "H", "H", "H", "H", "H", "H", "H", "H", "H"], "xyz": [[2.238, -2.334, -0.299], [1.671, -1.227, -0.767], [2.152, -0.718, -1.975], [1.229, -0.586, -3.023], [1.682, -0.049, -3.971], [0.145, -1.026, -2.839], [0.626, -0.437, -0.107], [-0.290, -1.037, 0.755], [-1.264, -0.279, 1.372], [-1.358, 1.091, 1.148], [-2.409, 1.905, 1.835], [-0.444, 1.684, 0.286], [0.533, 0.934, -0.337], [2.998, -2.844, -0.863], [1.985, -2.725, 0.668], [-0.250, -2.102, 0.920], [-1.972, -0.759, 2.032], [-2.057, 2.206, 2.823], [-2.636, 2.806, 1.270], [-3.322, 1.329, 1.967], [-0.500, 2.746, 0.097], [1.241, 1.423, -0.992]], "nbo_charge": [-0.396, 0.265, -0.372, 0.738, -0.330, -0.345, -0.135, -0.166, -0.211, -0.002, -0.628, -0.227, -0.130, 0.219, 0.213, 0.214, 0.211, 0.223, 0.218, 0.219, 0.212, 0.210]}

***

(6)
{"formula": "C9H9NO4Sc", "method": "ωB97M-V/def2-TZVPD", "spin_multiplicity": 1, "charge": 3, "total_energy_ev": -39826.9563, "homo_ev": -21.93, "orbital_gap_ev": 7.1, "relative_energy_kcal_mol": 0.0, "symbols": ["Sc", "O", "C", "C", "O", "C", "O", "C", "O", "C", "H", "H", "C", "H", "H", "C", "C", "C", "N", "H", "H", "H", "H", "H"], "xyz": [[-0.870, 0.772, -0.448], [-0.336, -0.830, -3.489], [-0.514, -0.302, -2.490], [-0.996, 1.620, 1.715], [-1.059, 2.048, 2.784], [-2.491, -0.798, 0.080], [-3.295, -1.584, 0.345], [0.765, 2.312, -0.973], [1.592, 3.094, -1.236], [-2.433, 1.903, -1.906], [-1.765, 2.305, -2.687], [-3.058, 1.070, -2.270], [-2.575, 2.469, -0.672], [-3.326, 2.140, 0.067], [-2.033, 3.375, -0.351], [3.391, -2.158, 1.766], [2.115, -2.652, 1.069], [1.294, -1.545, 0.658], [0.653, -0.635, 0.332], [3.976, -1.524, 1.087], [4.015, -2.993, 2.080], [3.137, -1.562, 2.652], [2.339, -3.242, 0.137], [1.475, -3.282, 1.749]], "nbo_charge": [1.323, -0.218, 0.494, 0.493, -0.214, 0.486, -0.212, 0.484, -0.207, -0.430, 0.286, 0.286, -0.430, 0.286, 0.286, -0.592, -0.575, 0.717, -0.670, 0.238, 0.287, 0.237, 0.323, 0.323]}